# C20H31N3O4S

C20H31N3O4S in the gas phase (the ωB97M-V functional and the def2-TZVPD basis, the Open Molecules 2025 dataset).

For the highest occupied orbital energy, the calculation gives -0.3165 Eh. Its SMILES is CN(C)S(=O)(=O)N1CCC(Oc2cccc(C(=O)N3CCCCCC3)c2)CC1. The lowest unoccupied orbital energy is 0.693 eV. For the frontier orbital gap, the calculation gives 9.3 eV. The calculation puts the maximum force at 0.021 Eh/bohr. As for the energy above the lowest of the compared OMol25 structures with the same formula, charge and spin: 56.6 kcal/mol.

Cartesian coordinates (Å):
S: 4.041 0.037 1.518
O: -0.467 -2.052 1.033
O: -4.761 0.985 -0.522
O: 4.495 0.675 0.319
O: 4.019 -1.394 1.549
N: -3.893 0.717 -2.589
N: 4.905 0.557 2.858
N: 2.567 0.713 1.920
C: -1.515 0.412 -3.293
C: 0.176 -0.853 1.426
C: 6.110 -0.209 3.102
C: -2.150 -3.248 -0.049
C: -3.951 -2.171 -1.216
C: -1.304 1.835 -2.771
C: -3.313 -3.324 -0.786
C: -2.114 2.905 -3.512
C: -1.606 -2.007 0.292
C: 1.900 0.036 3.013
C: -2.251 -0.851 -0.131
C: 1.136 -1.209 2.562
C: -3.486 3.147 -2.881
C: 0.980 -0.225 0.282
C: -3.410 -0.936 -0.893
C: 5.108 1.988 2.824
C: 1.706 1.017 0.797
C: -4.085 0.340 -1.303
C: -4.455 1.973 -3.039
C: -2.995 0.042 -3.496
H: 5.804 2.280 2.030
H: 5.860 -1.258 2.972
H: -2.226 2.630 -4.562
H: -0.571 -0.133 1.798
H: 1.845 -1.954 2.200
H: 0.333 0.041 -0.555
H: 1.215 0.754 3.477
H: -5.348 2.163 -2.439
H: -4.747 1.862 -4.088
H: -1.881 0.129 0.126
H: 4.143 2.451 2.638
H: -1.063 -0.287 -2.586
H: 6.915 0.059 2.410
H: -3.727 -4.291 -1.031
H: -4.863 -2.229 -1.790
H: 0.579 -1.631 3.399
H: 1.718 -0.951 -0.066
H: -1.001 0.292 -4.248
H: -3.357 3.348 -1.816
H: 2.677 -0.230 3.729
H: 0.984 1.774 1.123
H: 2.344 1.440 0.021
H: -3.305 0.312 -4.509
H: 5.495 2.315 3.789
H: -1.562 3.847 -3.479
H: -3.946 4.028 -3.333
H: 6.439 -0.033 4.126
H: -1.566 1.875 -1.712
H: -3.111 -1.039 -3.390
H: -0.239 2.062 -2.850
H: -1.640 -4.137 0.288

Results of the Mulliken charge analysis, in e, for atoms 1 through 5: number 1, S, carries 1.31; number 2, O, carries -0.44; number 3, O, carries -0.68; number 4, O, carries -0.77; number 5, O, carries -0.70

# C20H31N3O4S

C20H31N3O4S in the gas phase (the ωB97M-V functional and the def2-TZVPD basis, the Open Molecules 2025 dataset).

For the highest occupied orbital energy, the calculation gives -0.3107 Eh. Its SMILES is Cc1ccc(S(=O)(=O)N2CCC(C)CC2)cc1C(=O)NCCN1CCOCC1. The lowest unoccupied orbital energy is 0.474 eV. For the frontier orbital gap, the calculation gives 8.9 eV. The calculation puts the maximum force at 0.020 Eh/bohr. As for the energy above the lowest of the compared OMol25 structures with the same formula, charge and spin: 56.6 kcal/mol.

Cartesian coordinates (Å):
S: 2.439 -0.926 -0.817
O: 1.876 0.094 -1.665
O: -3.451 -1.474 0.929
O: -2.439 3.202 1.525
O: 3.424 -1.798 -1.385
N: 3.065 -0.319 0.613
N: -3.386 1.989 -0.839
N: -2.912 -1.093 -1.229
C: 4.055 2.418 0.583
C: 2.558 2.104 0.552
C: 4.489 -0.053 0.604
C: -1.282 -2.144 0.164
C: 1.328 -3.064 0.527
C: -0.202 -1.442 -0.359
C: 1.085 -1.898 -0.171
C: -1.054 -3.325 0.883
C: -2.654 -1.559 0.013
C: 4.813 1.269 -0.087
C: -2.193 -4.112 1.447
C: -1.626 3.088 0.381
C: 2.280 0.748 1.200
C: -4.226 2.047 0.344
C: -4.113 -0.362 -1.550
C: 0.256 -3.771 1.042
C: -2.000 1.848 -0.435
C: 4.347 3.746 -0.108
C: -3.800 3.267 1.165
C: -3.850 1.121 -1.893
H: -0.597 3.018 0.739
H: 2.520 0.781 2.268
H: -2.205 -1.168 -1.943
H: -4.360 3.320 2.100
H: -1.738 3.982 -0.249
H: -2.855 -3.458 2.009
H: -3.118 1.174 -2.705
H: 4.509 1.196 -1.134
H: 2.217 2.070 -0.484
H: -2.779 -4.552 0.640
H: -5.268 2.159 0.038
H: 0.434 -4.686 1.587
H: -1.833 -4.909 2.092
H: -3.982 4.178 0.573
H: 4.036 3.705 -1.149
H: 5.412 3.968 -0.075
H: -1.839 0.963 0.201
H: 5.889 1.449 -0.050
H: 1.228 0.476 1.090
H: 1.997 2.879 1.079
H: 3.810 4.557 0.379
H: -4.769 -0.440 -0.680
H: -1.363 1.786 -1.320
H: 4.379 2.485 1.630
H: -4.125 1.144 0.968
H: 4.832 -0.039 1.644
H: 4.957 -0.889 0.083
H: -4.793 1.538 -2.260
H: 2.345 -3.400 0.650
H: -4.606 -0.832 -2.407
H: -0.330 -0.520 -0.906

Results of the Mulliken charge analysis, in e, for atoms 1 through 5: number 1, S, carries 1.51; number 2, O, carries -0.69; number 3, O, carries -0.66; number 4, O, carries -0.44; number 5, O, carries -0.82

# C20H31NO2S

C20H31NO2S in the gas phase (the ωB97M-V functional and the def2-TZVPD basis, the Open Molecules 2025 dataset).

For the highest occupied orbital energy, the calculation gives -0.2970 Eh. Its SMILES is CCOC(=O)C1(CCc2ccccc2)CCN([C@H](C)CSC)CC1. The lowest unoccupied orbital energy is 0.780 eV. For the frontier orbital gap, the calculation gives 8.9 eV. The calculation puts the maximum force at 0.011 Eh/bohr.

Cartesian coordinates (Å):
S: 5.215 2.847 1.326
O: 0.003 0.715 -2.507
O: -1.488 1.727 -1.180
N: 1.907 0.406 1.099
C: -5.653 -4.264 -0.472
C: -1.893 -2.368 0.341
C: 3.129 1.053 3.129
C: 3.148 0.969 1.604
C: -4.520 -4.636 -1.176
C: -1.689 2.742 -2.165
C: -0.519 0.407 1.022
C: -0.626 3.827 -2.071
C: 0.738 1.257 1.195
C: -0.598 0.771 -1.465
C: 3.502 2.332 0.991
C: 6.102 1.792 0.146
C: 2.000 -0.167 -0.230
C: -3.205 -3.051 0.074
C: -3.305 -4.031 -0.905
C: -4.348 -2.683 0.772
C: -5.564 -3.286 0.503
C: -1.765 -1.147 -0.578
C: 0.789 -1.061 -0.495
C: -0.514 -0.270 -0.351
H: 0.862 -1.474 -1.502
H: 2.881 3.120 1.417
H: -1.852 -2.053 1.384
H: 0.744 2.054 0.430
H: -0.844 4.615 -2.785
H: 0.798 -1.873 0.230
H: -1.406 1.030 1.134
H: -0.607 4.250 -1.069
H: -1.075 -3.063 0.152
H: 0.720 1.728 2.179
H: -2.648 -0.517 -0.444
H: -1.672 2.280 -3.158
H: 2.054 0.604 -1.017
H: 2.431 1.810 3.477
H: 3.375 2.323 -0.092
H: -2.683 3.145 -1.957
H: 4.119 1.317 3.490
H: 7.146 2.080 0.196
H: -4.583 -5.399 -1.938
H: -6.444 -2.993 1.057
H: 5.716 1.966 -0.855
H: -2.423 -4.326 -1.455
H: -6.601 -4.737 -0.682
H: 5.995 0.747 0.422
H: -4.282 -1.921 1.535
H: 2.908 -0.773 -0.287
H: -0.520 -0.358 1.798
H: 2.841 0.092 3.545
H: -1.761 -1.495 -1.614
H: 0.351 3.408 -2.299
H: 3.930 0.252 1.324

Results of the Mulliken charge analysis, in e, for atoms 1 through 5: number 1, S, carries -0.07; number 2, O, carries -0.63; number 3, O, carries -0.29; number 4, N, carries 0.20; number 5, C, carries -0.39

# C20H32Cl4N7O4RuSSi

A molecular structure, C20H32Cl4N7O4RuSSi (the ωB97M-V functional and the def2-TZVPD basis, the Open Molecules 2025 dataset).

For the highest occupied orbital energy (alpha / beta), the calculation gives -0.3847 / -0.3847 Eh. The lowest unoccupied orbital energy (alpha / beta) is -3.180 / -4.942 eV. The net charge is +1. For the frontier orbital gap (alpha / beta), the calculation gives 7.3 / 5.5 eV. As for the spin multiplicity: 5. The calculation puts the maximum force at 0.032 Eh/bohr. As for the energy above the lowest of the compared OMol25 structures with the same formula, charge and spin: 21.0 kcal/mol.

Cartesian coordinates (Å):
Ru: -0.113 -0.478 -0.073
Cl: -2.317 -4.536 -2.025
Cl: -3.187 1.441 -3.640
Cl: -4.808 -0.826 -5.073
Cl: -4.267 -3.805 -4.359
S: -1.267 3.907 -0.743
Si: 1.035 -1.604 1.743
O: -1.332 0.372 -1.616
O: 1.811 0.826 -1.236
O: -1.028 -2.152 -0.857
O: 2.159 2.837 -0.522
N: 1.606 1.756 -0.457
N: -1.007 2.099 1.863
N: -0.435 3.538 -3.298
N: 0.685 1.458 0.485
N: -0.329 5.597 -2.656
N: -1.771 1.105 1.239
N: 0.864 3.444 1.744
C: -1.697 -2.008 2.512
C: -0.344 -2.725 2.562
C: 3.162 -3.498 1.816
C: -2.954 -0.213 -3.240
C: 2.546 -2.466 0.865
C: 0.024 -2.992 4.024
C: -0.484 6.788 -1.850
C: 1.695 -0.438 3.095
C: -2.021 -0.516 -2.224
C: 2.091 -3.138 -0.435
C: -0.463 -4.059 1.816
C: -3.435 -2.576 -3.514
C: 3.608 -1.414 0.536
C: 0.073 4.258 -4.362
C: -3.658 -1.215 -3.871
C: -2.561 -2.907 -2.497
C: 0.179 2.394 1.319
C: -0.675 4.355 -2.251
C: -1.842 -1.901 -1.823
C: 0.142 5.541 -3.958
H: 0.503 6.412 -4.474
H: -2.168 1.453 0.362
H: 0.884 0.035 3.653
H: 4.005 -3.987 1.316
H: 0.971 -3.531 4.107
H: 2.458 -4.278 2.106
H: 1.382 -3.946 -0.252
H: 2.292 -1.016 3.803
H: 0.100 -2.073 4.606
H: 4.006 -0.942 1.436
H: 3.547 -3.024 2.721
H: -0.443 7.664 -2.491
H: 3.221 -0.643 -0.129
H: -2.507 0.798 1.858
H: 0.398 4.165 2.270
H: 0.456 -4.641 1.886
H: -1.494 2.835 2.353
H: -1.663 -1.076 3.083
H: -1.445 6.748 -1.342
H: 0.327 3.811 -5.305
H: -2.468 -2.649 2.950
H: 1.654 3.719 1.180
H: -0.752 -3.614 4.482
H: 2.958 -3.557 -0.955
H: -0.632 2.551 -3.270
H: 1.619 -2.410 -1.104
H: 2.330 0.351 2.688
H: -0.705 -3.907 0.764
H: 0.306 6.850 -1.102
H: -1.996 -1.792 1.482
H: 4.440 -1.900 0.017
H: -1.267 -4.655 2.260

Results of the Mulliken charge analysis, in e, for atoms 1 through 5: number 1, Ru, carries 0.35; number 2, Cl, carries -0.16; number 3, Cl, carries -0.15; number 4, Cl, carries -0.15; number 5, Cl, carries -0.15